Record 1
Here is a molecular structure, C7H14N3O2 in a non-equilibrium geometry from the Open Molecules 2025 dataset. Energies are from ωB97M-V/def2-TZVPD.

Computed properties:
Net charge: +1

Geometry as XYZ:
```
26
Properties=species:S:1:pos:R:3:forces:R:3:lowdin_charge:R:1
C 0.35620 0.09766 0.88486 -0.055 -1.241 1.196 -0.08
C -0.85223 0.13836 0.24807 -1.199 -2.411 1.958 -0.09
C 0.83095 -0.95570 1.65486 -1.204 0.948 -1.525 -0.07
C -1.21109 1.39443 -0.42615 -2.613 -0.103 0.729 -0.44
C -0.73797 -0.30088 -2.24505 -1.840 -1.257 -1.748 -0.37
C -1.61331 -0.64897 -3.48995 3.069 -2.784 1.847 0.08
C 2.64897 -1.94819 2.96534 0.936 1.753 3.190 -0.04
N 1.98162 -0.92351 2.22380 1.146 2.502 0.489 -0.02
N -0.17345 1.75048 -1.33026 1.672 2.126 -0.915 0.06
N -1.30191 2.41549 0.59711 -0.736 0.520 -1.363 0.11
O 0.02951 0.80007 -2.41820 -1.595 -0.425 0.858 0.05
O -0.86553 -0.96877 -1.21388 0.394 0.954 -1.324 0.11
H 1.02434 0.86378 0.75068 1.479 1.949 -0.596 0.10
H -1.66573 -0.51962 0.68944 0.862 1.117 -0.783 0.18
H 0.25029 -1.81702 1.65664 -0.767 -1.841 0.402 0.14
H -2.23408 1.34391 -0.92514 1.055 -0.287 0.363 0.18
H -1.59568 0.18136 -4.07636 -0.625 2.204 -1.830 0.05
H -2.53846 -1.13787 -3.24562 -0.477 0.385 0.414 0.10
H -1.05101 -1.45212 -4.02447 -0.221 0.545 0.125 0.12
H 3.64823 -2.11604 2.62305 0.409 -0.338 -0.782 0.08
H 2.04473 -2.82436 2.95399 -0.235 -0.720 0.241 0.08
H 2.87834 -1.53325 4.06586 -1.007 -1.162 -2.132 0.15
H -0.43124 2.65926 -1.81918 0.425 -1.691 0.372 0.18
H -0.83980 3.17386 0.14885 0.168 1.435 0.461 0.08
H -0.88436 2.25234 1.48708 0.506 -0.537 0.296 0.08
H 2.30269 0.07529 2.26462 0.452 -1.639 0.059 0.19
```
Positions in Å, forces in eV/Å.

Record 2
Here is 3 unconnected molecules or ions with the total composition C23H54B2N3O8 in a non-equilibrium geometry from the Open Molecules 2025 dataset. Energies are from ωB97M-V/def2-TZVPD.

Computed properties:
Net charge: -1

Geometry as XYZ:
```
90
Properties=species:S:1:pos:R:3:forces:R:3:lowdin_charge:R:1
C -2.30902 -1.90958 0.48710 0.082 -0.784 -0.887 -0.16
N -1.41617 -0.90637 1.10202 -0.893 -0.792 0.554 -0.13
C -2.16201 0.21511 1.75676 0.629 0.424 0.396 -0.13
B -2.68015 1.39004 0.74094 -1.055 1.032 1.020 -0.84
C -3.61738 2.52099 1.55814 0.225 0.297 0.441 -0.02
O -4.98481 2.54055 0.96155 -0.835 2.661 0.277 -0.09
C -5.44837 3.85078 0.82322 -1.061 0.763 0.508 -0.46
C -4.90781 4.66115 -0.45408 0.160 -0.766 0.509 0.01
O -6.26393 4.40462 1.57819 2.038 -1.803 -1.784 0.04
O -1.54170 2.14877 0.18101 1.751 -0.448 -1.895 0.01
C -1.31222 1.82182 -1.19867 -2.399 0.076 1.140 -0.26
O -0.17600 0.99040 -1.50884 0.292 1.059 1.451 -0.10
C 1.03043 1.47243 -0.88636 0.929 0.169 -0.932 -0.13
C 1.57780 2.73761 -1.71226 1.170 0.454 1.148 -0.34
C 2.39275 3.76495 -0.77684 -0.789 -0.403 -0.092 -0.07
O 2.51189 2.23099 -2.70627 -0.314 0.658 -0.117 -0.10
C -2.60110 0.90830 -1.52869 0.239 0.249 -0.901 -0.11
B -3.51220 1.24180 -2.82684 -0.257 -0.223 -0.672 -0.41
O -3.34409 2.42921 -3.65527 -1.095 -1.234 1.581 0.08
O -4.54686 0.28150 -3.16689 0.406 2.094 0.772 -0.04
C -5.83146 0.81763 -2.73088 -0.834 0.300 0.124 -0.09
O -3.52384 1.04857 -0.41874 1.558 -0.917 -1.487 -0.01
H -2.72386 -2.67597 1.23401 0.665 1.152 -0.697 0.07
H -3.20657 -1.48282 -0.06513 0.946 -0.238 0.631 0.08
H -1.71765 -2.51587 -0.28715 -0.746 0.779 1.069 0.08
H -0.67960 -0.58264 0.47080 -0.781 0.035 0.093 0.08
H -3.01678 -0.16393 2.40514 1.034 -0.019 -0.720 0.11
H -1.41134 0.72043 2.47403 -1.086 -0.606 -0.750 0.11
H -3.19950 3.57332 1.39593 -0.251 -1.372 0.594 0.11
H -3.75064 2.27033 2.65974 0.072 0.720 -1.099 0.11
H -3.91494 5.11462 -0.15074 -1.097 -0.483 -0.484 0.08
H -5.62506 5.47819 -0.77537 0.827 -1.096 0.613 0.08
H -4.73254 3.92171 -1.29348 -0.154 0.864 0.957 0.07
H -1.27270 2.84156 -1.70995 0.236 -1.449 0.092 0.16
H 0.93368 1.68465 0.22471 -0.325 -0.002 -1.400 0.13
H 1.79377 0.62148 -0.97956 -0.982 1.271 -0.056 0.14
H 0.76408 3.31944 -2.24341 0.634 -0.918 0.788 0.14
H 2.57962 4.72677 -1.36366 -0.082 -1.229 0.876 0.08
H 1.75244 3.99222 0.13424 0.811 -0.061 -1.090 0.08
H 3.37238 3.30375 -0.42121 -1.256 0.578 -0.587 0.08
H 2.85028 2.99580 -3.21920 -0.387 -0.677 0.497 0.09
H -2.18764 -0.14387 -1.66819 -0.470 0.927 0.433 0.15
H -3.55143 3.21094 -3.10875 0.561 -0.359 -0.346 0.08
H -6.01778 1.87100 -3.14768 0.399 -1.304 0.583 0.09
H -5.86275 0.84555 -1.58469 0.013 -0.014 -1.604 0.11
H -6.70115 0.18606 -3.12912 1.484 0.604 0.537 0.09
C 0.28814 -1.10758 4.49801 -0.169 0.047 -0.103 -0.09
C 0.00100 -2.17888 5.54077 0.010 0.129 -0.112 -0.28
N -1.19642 -1.92132 6.33102 -0.095 -0.011 0.437 -0.19
C -1.31554 -2.78754 7.49845 0.198 0.167 0.028 -0.26
C -1.49322 -4.28635 7.25721 -0.126 -0.245 0.177 -0.10
C -2.42979 -1.71416 5.57757 0.025 0.312 -0.263 -0.24
C -2.88829 -2.83118 4.64006 -0.253 -0.113 -0.053 -0.09
H 0.34966 -0.11693 4.95666 -0.066 -0.075 0.029 0.08
H 1.24583 -1.31043 4.01144 -0.072 -0.041 0.022 0.07
H -0.47313 -1.08197 3.71480 0.097 0.025 -0.029 0.04
H 0.86471 -2.21280 6.21352 -0.189 -0.107 0.205 0.11
H -0.04266 -3.15612 5.04073 0.069 -0.068 -0.082 0.10
H -2.13816 -2.43156 8.12884 -0.041 0.064 -0.189 0.11
H -0.41638 -2.64896 8.11152 0.047 0.048 -0.157 0.10
H -2.50324 -4.52446 6.92347 0.073 -0.015 -0.090 0.05
H -1.33393 -4.83008 8.19405 0.009 0.035 -0.033 0.07
H -0.78060 -4.67935 6.53037 -0.035 0.055 -0.016 0.06
H -2.31871 -0.80073 4.98450 0.143 -0.095 0.007 0.10
H -3.24363 -1.48184 6.27390 0.204 -0.103 0.148 0.11
H -2.07021 -3.24400 4.04713 0.002 0.063 0.009 0.07
H -3.63046 -2.43859 3.93916 0.090 0.008 0.016 0.07
H -3.36898 -3.64444 5.18621 0.093 -0.054 -0.049 0.05
C 4.85484 -1.39870 -6.82177 -0.103 0.059 0.025 -0.09
C 5.85737 -1.79631 -5.74628 -0.104 0.089 0.019 -0.28
N 6.27238 -0.69137 -4.89169 0.367 0.177 0.032 -0.20
C 7.42583 -1.00932 -4.05643 0.120 -0.020 -0.222 -0.26
C 7.25779 -2.09630 -2.99546 0.137 -0.050 0.273 -0.09
C 5.20101 0.04249 -4.22361 -0.293 0.103 -0.174 -0.25
C 4.26129 -0.74278 -3.30969 -0.200 0.070 0.228 -0.08
H 5.23790 -0.57768 -7.43344 -0.013 -0.010 0.103 0.08
H 4.66424 -2.24820 -7.48282 0.024 0.025 0.071 0.07
H 3.89524 -1.09771 -6.39583 0.054 0.011 -0.038 0.07
H 6.73952 -2.19093 -6.26107 0.122 0.077 0.217 0.11
H 5.43887 -2.62761 -5.16294 -0.055 -0.115 -0.037 0.10
H 7.78206 -0.09414 -3.57080 -0.205 0.029 -0.052 0.11
H 8.24695 -1.30910 -4.71933 -0.142 -0.021 -0.095 0.11
H 6.68237 -1.74065 -2.14094 -0.061 -0.083 -0.063 0.06
H 8.24041 -2.39091 -2.61367 -0.037 0.017 -0.042 0.07
H 6.78193 -2.99524 -3.39050 -0.025 0.053 -0.004 0.07
H 4.59326 0.53363 -4.99070 0.071 -0.118 -0.050 0.10
H 5.63254 0.87335 -3.65459 0.182 -0.172 -0.065 0.11
H 3.94275 -1.69074 -3.74795 0.070 0.001 -0.022 0.07
H 3.36001 -0.15375 -3.12023 0.096 -0.001 -0.030 0.05
H 4.71733 -0.94279 -2.33932 -0.031 -0.116 -0.058 0.06
```
Positions in Å, forces in eV/Å.

Calculated energy in order - -589.47869; -1724.70721 Ha
Calculated LUMO level in order - -3.714; 2.395 eV